#one
# C20H23N3O3

A single C20H23N3O3 molecule (ωB97M-V/def2-TZVPD, OMol25).

## Properties
- charge = 0
- orbital gap (eV) = 6.94
- LUMO energy (eV) = -0.5343
- HOMO level (eV) = -7.47

Geometry (Å):
C 6.3139 0.7479 1.0301
C 6.6309 -0.7333 0.6194
O 5.4096 -1.4219 -0.2894
C 4.2778 -1.7872 0.5869
O 4.1825 -1.9130 1.9014
C 3.1935 -2.0653 -0.5432
N 2.4996 -0.8512 -0.9736
C 1.8051 -1.1520 -2.0789
C 1.7895 -0.1598 0.2154
C 1.4607 1.1571 -0.2940
C 2.5340 2.2730 -0.4998
N 1.8282 3.2821 -0.5732
N 0.5954 2.9706 -0.4625
C 0.1832 1.8068 -0.1077
C -1.2411 1.5027 0.1179
C -2.0047 2.3516 0.6226
C -3.2798 1.8302 0.9418
C -3.8842 0.6094 0.4800
C -5.1053 0.4075 0.5309
C -5.5810 -1.1343 0.0561
O -6.8888 -1.5020 0.1867
C -7.7598 -0.4674 0.9252
C -4.6211 -1.7615 -0.6728
C -3.4116 -1.2457 -1.1024
C -2.9795 -0.1435 -0.1775
C -1.5902 0.3266 -0.4850
H 6.2088 1.2063 0.0710
H 5.5123 0.7203 1.6075
H 7.1534 1.2278 1.3750
H 7.5173 -0.7744 -0.0338
H 6.6337 -1.3390 1.5179
H 2.4247 -2.7205 0.0212
H 3.8172 -2.6459 -1.2973
H 2.3599 -1.2527 -2.8514
H 0.8646 -1.7560 -2.0198
H 1.3373 -0.3451 -2.4884
H 2.2695 -0.3092 1.1235
H 0.7846 -0.9390 0.4072
H 3.4635 2.0981 -0.3641
H -0.1352 3.8857 -0.7509
H -1.6830 3.1475 0.9551
H -3.9547 2.5527 1.4417
H -5.8140 0.7790 1.0940
H -7.4709 -0.5102 1.7565
H -8.7272 -1.2248 1.1294
H -7.9845 0.3458 0.4273
H -5.2100 -2.5863 -0.9497
H -2.6579 -2.1359 -1.2515
H -1.0662 -0.3515 -0.8750

#two
# C20H23N3O3

A single C20H23N3O3 molecule (ωB97M-V/def2-TZVPD, OMol25).

## Properties
- charge = 0
- orbital gap (eV) = 8.34
- LUMO energy (eV) = -0.2242
- HOMO level (eV) = -8.56

Geometry (Å):
C -5.7087 -2.9507 -0.4359
C -5.4945 -1.4890 -0.1844
C -6.5804 -0.6635 0.1214
C -6.4157 0.6870 0.3168
C -5.1494 1.2715 0.2226
O -5.0464 2.5928 0.3862
C -4.0318 0.4437 -0.0243
C -2.6976 1.0422 -0.0565
O -2.5267 2.2583 -0.1555
C -1.5206 0.1534 0.0630
C -1.4608 -0.9097 0.9605
N -0.3920 -1.6674 1.1223
C 0.6793 -1.4094 0.3833
C 0.7424 -0.3555 -0.5428
C -0.3689 0.4433 -0.6793
C 2.0000 -0.2021 -1.3441
N 3.1465 -0.7418 -0.6408
C 4.4731 -0.3118 -1.0527
C 5.2996 0.2897 0.0876
C 4.7985 1.6049 0.7020
C 3.5156 1.4324 1.5136
C 4.6343 2.7102 -0.3396
C 3.0664 -1.8332 0.1568
O 4.0243 -2.4570 0.5583
N 1.7773 -2.2054 0.5414
C -4.2390 -0.9239 -0.2507
H -6.2107 -3.4122 0.4130
H -4.7627 -3.4597 -0.6001
H -6.3382 -3.0957 -1.3132
H -7.5684 -1.0953 0.1876
H -7.2548 1.3303 0.5294
H -4.1069 2.8484 0.2234
H -2.2953 -1.1459 1.6066
H -0.3778 1.2787 -1.3645
H 2.1797 0.8564 -1.5554
H 1.8764 -0.7168 -2.3142
H 4.3618 0.4026 -1.8679
H 5.0186 -1.1851 -1.4284
H 5.3782 -0.4611 0.8744
H 6.3035 0.4580 -0.3094
H 5.5838 1.9227 1.3989
H 2.6563 1.2584 0.8730
H 3.6088 0.5937 2.1997
H 3.3203 2.3304 2.0964
H 3.7944 2.5092 -1.0004
H 4.4479 3.6620 0.1523
H 5.5346 2.8074 -0.9425
H 1.7189 -2.9514 1.2214
H -3.3931 -1.5438 -0.5094

Last place for stability: #one

#one
# C2H12NO3

3 unconnected molecules or ions with the total composition C2H12NO3 (ωB97M-V/def2-TZVPD, OMol25).

## Properties
- charge = +1
- orbital gap (eV) = 11.80
- LUMO energy (eV) = -2.9209
- HOMO level (eV) = -14.72

Geometry (Å):
C 0.4816 -1.7382 0.8743
O -0.8475 -2.0840 0.3992
C 0.7685 -0.2192 1.0059
N -0.1753 0.4045 0.0309
H 0.6213 -2.1216 1.8471
H 1.1173 -2.2025 0.1699
H -0.9976 -3.0528 0.3304
H 1.7263 -0.0564 0.6238
H 0.6854 0.1366 2.0407
H 0.2607 0.1780 -0.9143
H -1.0359 -0.0828 0.1418
H -0.3117 1.3643 0.3165
H -0.4037 3.7094 1.8372
H -1.3008 3.7415 0.5814
O -0.7802 3.1183 1.1090
H -0.5244 -0.6924 -3.7680
H 0.7990 -0.1892 -3.5490
O -0.0830 -0.2133 -3.0766

#two
# C2H12NO3

4 unconnected molecules or ions with the total composition C2H12NO3 (ωB97M-V/def2-TZVPD, OMol25).

## Properties
- charge = +1
- orbital gap (eV) = 8.91
- LUMO energy (eV) = -4.1407
- HOMO level (eV) = -13.05

Geometry (Å):
C -1.6731 -0.0363 -0.4925
C -1.2601 -0.1799 -1.7785
N -0.8458 -0.7145 0.5614
H -2.5672 0.4537 -0.1306
H -1.9462 -0.6137 -2.5045
H -0.3593 0.2477 -2.2152
H -0.2884 -1.5094 0.1764
H -0.2622 0.0272 0.9978
H -1.4950 -1.0156 1.2853
H 1.5412 0.6559 2.8123
H 1.7391 1.4018 1.5282
O 1.2542 0.6431 1.8912
H 0.5763 3.4023 0.0583
H 2.0214 3.3997 -0.4473
O 1.4084 2.9231 0.1254
H 0.2066 -3.7550 -0.5401
H 0.8969 -2.7182 -1.4484
O 0.2629 -2.8117 -0.7282

#three
# C2H12NO3

4 unconnected molecules or ions with the total composition C2H12NO3 (ωB97M-V/def2-TZVPD, OMol25).

## Properties
- charge = +1
- orbital gap (eV) = 10.20
- LUMO energy (eV) = -4.6012
- HOMO level (eV) = -14.80

Geometry (Å):
C 2.5943 -1.6055 -0.6925
C 0.5314 -0.8801 0.2274
N 1.4487 -0.7397 -0.6381
H 2.6819 -2.0568 -1.6897
H 3.5839 -1.1468 -0.6410
H 2.4938 -2.4144 -0.0011
H 0.8021 -1.4878 1.0900
H -0.4279 -0.3665 0.2214
H 1.3721 0.0451 -1.3249
H -1.2643 1.7923 3.7869
H -2.4488 2.7372 3.4506
O -2.0555 1.8824 3.2454
H -0.1403 -0.0454 -2.9319
H 0.4993 1.3022 -3.2582
O 0.7181 0.3899 -3.0257
H -2.8590 -0.2775 1.2673
H -2.2735 1.1032 1.0165
O -2.5212 0.2864 0.5607

#four
# C2H12NO3

4 unconnected molecules or ions with the total composition C2H12NO3 (ωB97M-V/def2-TZVPD, OMol25).

## Properties
- charge = +1
- orbital gap (eV) = 10.34
- LUMO energy (eV) = -3.7609
- HOMO level (eV) = -14.10

Geometry (Å):
C -2.0231 0.7333 0.0096
C -2.6946 0.9140 1.1784
N -0.7305 0.1727 0.1821
H -2.4242 0.9654 -0.9938
H -3.7944 1.0304 1.1178
H -2.4135 1.5389 2.0190
H -0.4826 -0.4103 1.0159
H -0.5892 -0.4829 -0.6593
H 0.2148 0.8102 0.2831
H -0.2154 -2.3447 -2.4830
H -1.0142 -2.9062 -1.1158
O -0.4161 -2.2467 -1.5409
H 3.4917 -0.0169 -2.9447
H 4.7223 0.0957 -2.0025
O 3.7991 -0.1767 -2.0586
H 2.1161 0.2623 2.2932
H 1.2273 1.3805 3.2321
O 1.2267 0.6810 2.4673

Last place for stability: #four

#one
# C31H50NO4RuSSbSe2Si4Te2

A molecular structure, C31H50NO4RuSSbSe2Si4Te2 (ωB97M-V/def2-TZVPD, OMol25).

## Properties
- charge = 0
- 2S+1 = 5
- expectation value of S² = 6.06
- orbital gap (spin up / spin down) (eV) = 6.27 / 5.97
- LUMO energy (spin up / spin down) (eV) = -0.2092 / -0.9642
- HOMO level (spin up / spin down) (eV) = -6.47 / -6.93

Geometry (Å):
Ru -0.6455 -0.6744 2.6245
Se 0.7141 -0.5872 4.7086
Te -1.7174 -1.2290 5.0318
Te -2.0337 -2.9850 2.9036
Se -4.0898 -2.3496 1.7822
C -2.8633 2.9240 4.5703
Si -3.7443 2.5816 2.9640
C -5.2907 1.5771 3.2274
C -4.1238 4.1901 2.0911
Sb -2.1916 1.1745 1.5116
Si -3.4432 0.9876 -0.7216
C -2.5462 -0.3434 -1.6682
C -5.2152 0.5092 -0.3887
C -3.4155 2.6094 -1.6546
Si -0.1626 2.7374 1.1201
C -0.4797 4.4245 0.3570
C 0.9575 1.7151 0.0153
C 0.7291 3.0330 2.7357
H -3.5411 3.3967 5.2846
H -2.0157 3.5921 4.4154
H -2.4875 2.0005 5.0148
H -5.9082 2.0027 4.0210
H -5.0375 0.5487 3.4930
H -5.8874 1.5402 2.3154
H -4.8101 4.7934 2.6888
H -4.5888 4.0177 1.1205
H -3.2149 4.7695 1.9291
H -2.7277 -1.2972 -1.1668
H -1.4704 -0.1597 -1.6965
H -2.9199 -0.4053 -2.6926
H -5.3122 -0.0134 0.5626
H -5.5653 -0.1655 -1.1725
H -5.8640 1.3862 -0.3771
H -2.4545 3.1104 -1.5807
H -4.1809 3.2888 -1.2806
H -3.6184 2.4305 -2.7124
H -1.1575 4.4066 -0.4915
H 0.4633 4.8591 0.0196
H -0.9004 5.0953 1.1071
H 0.5135 1.5005 -0.9581
H 1.1578 0.7574 0.5084
H 1.9163 2.2157 -0.1411
H 0.0830 3.4526 3.5056
H 1.5434 3.7396 2.5573
H 1.1539 2.1051 3.1332
C -0.4789 1.6487 -7.3572
C -0.5211 0.4478 -6.4540
C 0.6570 -0.1747 -6.0435
C 0.6253 -1.3029 -5.2447
C -0.6030 -1.8088 -4.8393
C -1.7887 -1.2112 -5.2368
C -1.7380 -0.0822 -6.0402
S -0.6595 -3.2761 -3.8728
O 0.2229 -4.2600 -4.4348
O -2.0391 -3.6044 -3.6449
N 0.0741 -2.7517 -2.4849
C 0.3906 -3.8161 -1.5217
C 1.4206 -3.3090 -0.5316
C 0.8701 -2.2655 0.3922
O 1.5779 -1.9014 1.4526
O -0.1967 -1.7224 0.2248
H 0.4672 2.1800 -7.2672
H -1.2875 2.3423 -7.1305
H -0.5898 1.3437 -8.3994
H 1.6101 0.2313 -6.3584
H 1.5369 -1.7920 -4.9320
H -2.7295 -1.6363 -4.9187
H -2.6595 0.3932 -6.3524
H -0.5147 -2.0448 -2.0482
H 0.8205 -4.6526 -2.0709
H -0.5092 -4.1639 -1.0072
H 2.2720 -2.8715 -1.0619
H 1.8211 -4.1364 0.0624
C 4.3081 1.8565 3.9410
C 3.8773 1.7247 2.6284
C 3.4883 0.4826 2.1511
C 3.5265 -0.6452 2.9744
C 3.9622 -0.4946 4.2911
C 4.3529 0.7464 4.7717
Si 2.9765 -2.2873 2.3342
C 4.2516 -3.1149 1.2710
C 4.5411 -4.4664 1.4610
C 5.4919 -5.1095 0.6789
C 6.1597 -4.4070 -0.3107
C 5.8862 -3.0596 -0.5135
C 4.9439 -2.4204 0.2738
H 4.6019 2.8267 4.3193
H 3.8343 2.5907 1.9806
H 3.1341 0.4016 1.1297
H 3.9779 -1.3493 4.9578
H 4.6785 0.8500 5.7981
H 2.5537 -3.2289 3.3846
H 4.0195 -5.0257 2.2284
H 5.7084 -6.1568 0.8419
H 6.8974 -4.9061 -0.9242
H 6.4140 -2.5096 -1.2814
H 4.7558 -1.3645 0.1174

#two
# C31H50NO4RuSSbSe2Si4Te2

A molecular structure, C31H50NO4RuSSbSe2Si4Te2 (ωB97M-V/def2-TZVPD, OMol25).

## Properties
- charge = 0
- 2S+1 = 5
- expectation value of S² = 6.05
- orbital gap (spin up / spin down) (eV) = 6.13 / 4.99
- LUMO energy (spin up / spin down) (eV) = -0.6924 / -2.3292
- HOMO level (spin up / spin down) (eV) = -6.82 / -7.32

Geometry (Å):
Ru 0.2487 -1.1191 -1.9441
Se 0.8750 -2.8885 -3.3789
Te 2.9754 -2.5499 -4.7241
Te 2.0251 0.4280 -5.6924
Se 0.6628 0.6644 -3.6524
C 3.9818 -4.9341 -0.0447
Si 2.1310 -4.7374 0.1675
C 1.6548 -5.2229 1.9169
C 1.2057 -5.8261 -1.0358
Sb 1.6750 -2.2322 -0.2054
Si 1.8756 -1.2699 2.1766
C 3.5875 -1.8623 2.6805
C 0.5922 -1.9412 3.3638
C 1.8191 0.5943 2.1902
Si -1.5639 -2.4983 -1.2263
C -1.7018 -3.1325 0.5386
C -1.9861 -3.9739 -2.3144
C -2.9045 -1.1900 -1.5178
H 4.2506 -5.9924 0.0095
H 4.5325 -4.4056 0.7361
H 4.3149 -4.5481 -1.0094
H 1.9199 -6.2750 2.0577
H 0.5861 -5.1183 2.1072
H 2.1949 -4.6466 2.6677
H 1.6532 -6.8239 -1.0059
H 1.2516 -5.4589 -2.0602
H 0.1567 -5.9237 -0.7505
H 3.6391 -2.9482 2.7624
H 3.8476 -1.4429 3.6563
H 4.3480 -1.5409 1.9664
H 0.6793 -3.0176 3.5132
H -0.4234 -1.7321 3.0308
H 0.7190 -1.4489 4.3336
H 2.2862 1.0599 1.3219
H 2.3354 0.9365 3.0928
H 0.7853 0.9333 2.2557
H -0.9396 -3.8953 0.7212
H -2.6790 -3.5940 0.7075
H -1.5850 -2.3525 1.2881
H -1.2347 -4.7625 -2.2984
H -2.1421 -3.6804 -3.3533
H -2.9226 -4.3966 -1.9361
H -3.1745 -0.7073 -0.5771
H -3.7967 -1.6689 -1.9296
H -2.6038 -0.4045 -2.2161
C 0.2207 0.6073 8.0520
C -0.5515 0.4979 6.7672
C -0.7051 1.6014 5.9283
C -1.4370 1.5092 4.7578
C -2.0191 0.2992 4.4108
C -1.8781 -0.8113 5.2250
C -1.1466 -0.7042 6.3987
S -2.9496 0.1689 2.9114
O -4.0077 1.1363 2.9656
O -3.2236 -1.2275 2.7135
N -1.8862 0.6357 1.7636
C -2.1123 1.8452 0.9672
C -0.7876 2.3970 0.4789
C 0.0583 1.4631 -0.3749
O 1.0918 1.8834 -0.8739
O -0.3956 0.2510 -0.4963
H 0.8579 1.4906 8.0575
H 0.8491 -0.2692 8.2105
H -0.4581 0.6816 8.9038
H -0.2436 2.5437 6.1972
H -1.5489 2.3737 4.1152
H -2.3285 -1.7492 4.9311
H -1.0324 -1.5737 7.0351
H -1.5520 -0.1321 1.1904
H -2.6062 2.5841 1.5952
H -2.7828 1.6317 0.1304
H -0.1652 2.6984 1.3254
H -0.9502 3.3036 -0.1077
C -2.8174 3.7331 -7.3704
C -3.3565 3.7529 -6.0939
C -2.5545 3.4570 -5.0000
C -1.2037 3.1406 -5.1615
C -0.6767 3.1348 -6.4548
C -1.4754 3.4230 -7.5493
Si -0.2083 2.8294 -3.6200
C 1.0801 4.1172 -3.2698
C 0.7487 5.1447 -2.3865
C 1.6455 6.1678 -2.1178
C 2.8905 6.1729 -2.7291
C 3.2348 5.1565 -3.6089
C 2.3343 4.1375 -3.8787
H -3.4394 3.9604 -8.2265
H -4.4013 3.9935 -5.9462
H -2.9956 3.4640 -4.0096
H 0.3709 2.9088 -6.6139
H -1.0501 3.4090 -8.5444
H -1.1680 2.7357 -2.5030
H -0.2172 5.1471 -1.8930
H 1.3744 6.9564 -1.4278
H 3.5947 6.9673 -2.5178
H 4.2079 5.1561 -4.0829
H 2.6198 3.3457 -4.5623

Last place for stability: #two